[1]
Entry from the Open Molecules 2025 dataset: a structure of composition H37O18 at a distorted geometry (ωB97M-V/def2-TZVPD).

The net charge is +1. Its frontier orbital gap is 0.37392 hartree. The multiplicity is 1. The HOMO energy is -13.14 eV.

Geometry (Å):
O (-1.09490, 0.22310, -0.41581)
O (3.35165, 3.58481, 1.74340)
O (4.78891, -2.33587, -0.58800)
O (-0.12662, -4.70828, -0.41935)
O (-0.45442, 2.27882, -2.30059)
O (1.85478, -3.34415, 1.20037)
O (1.04461, 0.08929, 2.84770)
O (-2.93373, 4.81280, -1.87566)
O (-4.76938, -2.88411, -0.66991)
O (0.52907, 3.28529, 4.14662)
O (1.64369, 0.22791, -3.08046)
O (1.36333, -0.54733, -0.53362)
O (-2.80164, -3.33063, 3.08402)
O (-3.95282, -0.49833, -2.15183)
O (-1.93186, -2.08919, -0.56508)
O (-3.34237, 2.43218, -3.58623)
O (2.84479, 1.07964, 4.81777)
O (4.01834, 1.63051, -1.30245)
H (0.19270, -0.26397, 3.13125)
H (-5.33220, -2.84445, -1.44876)
H (4.63805, -2.12323, -1.49673)
H (-2.72858, 3.80150, -1.82413)
H (-2.75983, -2.10033, -0.98637)
H (1.44151, 2.96824, 4.29834)
H (-4.06904, 2.95859, -3.21851)
H (-0.59189, 2.45051, -3.16479)
H (-0.83128, 1.42263, -2.05193)
H (2.33098, -3.72436, 2.03655)
H (-2.89657, 2.98024, -4.35694)
H (1.55693, -0.29280, -3.92241)
H (-2.69223, 5.03650, -1.01252)
H (4.13392, 3.17804, 2.10959)
H (0.81183, 4.29271, 3.78803)
H (1.04916, 1.03584, -3.06705)
H (-1.57073, -0.93771, -0.54025)
H (-3.49406, -3.19407, 2.40289)
H (-3.22568, -3.54155, 3.99418)
H (2.63442, -3.09725, 0.72627)
H (-1.47404, 0.02150, 0.49822)
H (5.27130, -1.59823, -0.01947)
H (2.19301, 0.42534, 4.78968)
H (-3.85947, -0.06385, -3.07209)
H (1.89237, -1.22533, -0.15766)
H (-1.54642, -3.16694, -0.44281)
H (4.64615, 1.92162, -1.91554)
H (0.82470, -4.72972, -0.22476)
H (-4.72681, -1.99631, -0.32154)
H (0.75480, 0.64056, 2.08319)
H (-0.16633, 0.14819, -0.31738)
H (2.01585, 0.16466, -0.68449)
H (4.54476, 1.72239, -0.46291)
H (3.35437, 3.71470, 0.77574)
H (-0.44922, -4.97401, -1.24282)
H (2.53235, 1.77268, 4.30012)
H (-4.65623, -0.03409, -1.78928)

[2]
Entry from the Open Molecules 2025 dataset: a cluster of 18 separate species, H37O18 in total at a distorted geometry (ωB97M-V/def2-TZVPD).

The net charge is +1. Its frontier orbital gap is 0.38061 hartree. The multiplicity is 1. The HOMO energy is -13.24 eV.

Geometry (Å):
O (0.49748, 0.07558, -2.33722)
O (-3.11038, 4.06139, 3.14936)
O (-1.23371, -2.56197, -1.87892)
O (2.76807, 1.29179, 2.99101)
O (0.07745, -5.69810, -0.33740)
O (-0.72119, -0.87449, 3.89540)
O (2.65971, 0.97114, -0.45865)
O (1.92236, -2.70647, -4.48898)
O (-1.00561, 3.35305, -2.20206)
O (3.52484, -0.35003, -2.89844)
O (2.30883, -0.73151, 5.55998)
O (2.29521, 3.49820, -0.47762)
O (-2.85556, -5.45822, 0.27328)
O (0.67704, 5.34415, 1.41339)
O (-1.92826, 1.68078, 0.61750)
O (-2.63913, -0.69865, 1.42647)
O (-2.73645, -1.12587, -3.29698)
O (-1.53168, -0.17366, -1.02152)
H (3.47545, 0.83744, 3.57171)
H (-3.61257, -0.62247, 1.37905)
H (3.97811, 0.34177, -2.33291)
H (-0.31475, -4.82921, -0.35210)
H (2.31731, 0.13587, 6.08591)
H (-0.28430, -2.54263, -2.11740)
H (1.31937, 5.52405, 2.08942)
H (0.43467, 6.23534, 1.21973)
H (-1.91318, 3.35101, -2.69222)
H (3.76772, -1.23009, -2.66359)
H (2.01927, 3.26887, -1.35374)
H (2.50271, 0.49692, 0.36909)
H (1.39379, 0.36000, -2.19169)
H (-1.04160, 3.10945, -1.29450)
H (-0.26655, -1.46631, 4.55947)
H (-2.66920, -4.59675, -0.13350)
H (0.63896, -0.73739, -2.83037)
H (2.09846, 0.61783, 3.23892)
H (3.21016, -1.01650, 5.75713)
H (-1.01128, 1.98302, 0.62149)
H (-1.76822, -0.30795, 0.07023)
H (2.82122, -2.43270, -4.46938)
H (-4.06068, 3.95202, 3.01036)
H (-2.14760, 1.82373, -0.30226)
H (-1.78389, -1.10612, -1.34295)
H (0.60502, -5.52327, 0.45537)
H (-0.28490, -1.50114, 3.28908)
H (1.93752, 4.32669, -0.14679)
H (-3.41807, -1.07040, -3.96240)
H (-2.17433, -5.99107, -0.10420)
H (-1.44515, -3.09396, -2.64602)
H (2.79479, 1.95470, -0.22613)
H (-2.67400, 4.24301, 2.29090)
H (-2.31137, -0.44235, 2.26202)
H (1.75031, -3.61947, -4.75354)
H (-0.43056, -0.03935, -1.26124)
H (-2.42168, -0.28974, -3.02155)

[3]
Entry from the Open Molecules 2025 dataset: a cluster of 20 separate species, H38IO19 in total at a distorted geometry (ωB97M-V/def2-TZVPD).

The net charge is -1. Its frontier orbital gap is 0.29188 hartree. The multiplicity is 1. The HOMO energy is -6.19 eV.

Geometry (Å):
I (-0.00363, -0.80506, -0.52599)
O (-0.85735, 3.57212, 0.75717)
O (-2.24200, -2.47697, -2.70214)
O (-3.21466, -1.59377, 2.10460)
O (-2.04527, 1.12118, 1.81603)
O (-4.92315, 0.68282, 1.30966)
O (0.49401, -3.07887, -4.47791)
O (2.17781, -0.25145, 3.89139)
O (1.71646, 2.51546, -4.64327)
O (-3.34998, 2.94804, 0.29845)
O (-3.82927, -3.97186, -0.66566)
O (0.35789, -3.15419, 2.94267)
O (4.29568, -1.15586, -0.01262)
O (1.64384, -0.73315, -3.88517)
O (-0.04849, 1.28274, 3.60044)
O (-0.80896, 1.79533, -3.87028)
O (2.15066, 3.54289, 2.78196)
O (2.03519, 1.69783, 0.59635)
O (4.07822, 0.78925, 2.39580)
O (0.85446, -4.07694, -1.57793)
H (-2.43434, 3.11704, 0.07647)
H (1.28240, 1.11120, 0.66986)
H (-1.14192, 1.29941, -3.12232)
H (-0.08857, -3.66596, 2.26813)
H (0.29187, -3.35583, -1.29556)
H (-1.87185, 0.85278, 0.91374)
H (-2.39490, -1.70270, 1.62257)
H (1.59915, 2.90842, 2.32423)
H (3.44522, 1.33659, 1.93107)
H (1.06896, -2.31662, -4.40979)
H (-4.53109, -3.32314, -0.71905)
H (4.91482, 1.24011, 2.28156)
H (-0.05803, 1.60942, 4.50012)
H (2.11121, 1.87436, -0.34135)
H (-2.94551, -1.28038, 2.96807)
H (1.09546, -2.74834, 2.48714)
H (2.82089, -0.06129, 3.20836)
H (2.47789, 2.62984, -4.07462)
H (-0.15251, -2.83344, -5.13973)
H (4.75812, -0.54490, -0.58629)
H (0.98668, 2.37090, -4.04099)
H (-1.19969, 1.04018, 2.25724)
H (0.00456, 3.46834, 0.35395)
H (1.33652, -0.30179, -3.08785)
H (2.51243, -0.36171, -4.03945)
H (-4.58043, 0.28946, 0.50714)
H (-0.67128, 3.74557, 1.67995)
H (2.39337, 0.35535, 4.59960)
H (2.49059, 3.06410, 3.53790)
H (-5.84295, 0.41885, 1.33249)
H (-1.53790, -2.94076, -3.15532)
H (0.27449, 0.38474, 3.67461)
H (-0.85277, 1.18180, -4.60369)
H (3.36870, -0.96620, -0.15745)
H (-3.83369, 3.16148, -0.49948)
H (-1.79577, -1.79572, -2.19915)
H (1.29550, -4.36444, -0.77852)
H (-3.07721, -3.54623, -1.07733)

[4]
Entry from the Open Molecules 2025 dataset: a cluster of 20 separate species, H39O20 in total at a distorted geometry (ωB97M-V/def2-TZVPD).

The net charge is -1. Its frontier orbital gap is 0.30611 hartree. The multiplicity is 1. The HOMO energy is -6.18 eV.

Geometry (Å):
O (3.82816, 0.17409, 1.84181)
O (1.80712, 0.61701, -0.83090)
O (-0.90033, -2.28791, 3.04997)
O (-4.11035, 1.85243, 1.17661)
O (-0.81235, 0.08796, -4.83511)
O (0.53356, -3.28306, 0.86136)
O (0.02315, 3.22926, 1.02384)
O (-2.18265, -4.23095, -0.90151)
O (2.53558, 1.15074, -3.51617)
O (-3.09994, -1.78092, -1.95486)
O (-0.37172, -0.83551, 0.04489)
O (2.23787, 2.21782, 3.42984)
O (-3.00180, -1.07611, 1.72006)
O (-0.55882, -4.07108, -4.37558)
O (1.30996, -1.77864, 4.69577)
O (2.01531, 3.85420, -1.30541)
O (3.79573, 1.91987, -0.14096)
O (-2.31835, 1.25579, -1.28707)
O (-1.75430, 1.57748, 4.02402)
O (-0.00416, 2.22513, -2.29991)
H (-2.29018, -3.41645, -1.41267)
H (4.01178, 0.58162, 2.67740)
H (0.45142, 1.37359, -2.24441)
H (1.90106, -2.52954, 4.74974)
H (-2.59210, -1.67123, 2.37265)
H (-0.58533, -4.17579, -3.42157)
H (-0.30650, -1.95569, 2.37223)
H (-3.14118, -0.24537, 2.18821)
H (2.65961, 3.63731, -1.98562)
H (2.78872, 1.04578, -0.74784)
H (-0.94597, -0.58575, -0.68675)
H (3.92798, 0.93411, 1.19178)
H (1.89225, 0.21851, 0.03724)
H (3.22636, 1.71194, -3.86257)
H (-1.59831, 0.89395, -0.75780)
H (-0.09099, -3.98827, 0.67951)
H (-1.32112, 0.74966, 3.82764)
H (-3.17169, 2.00838, 1.20254)
H (-0.45598, -2.83543, 3.68367)
H (-0.31848, -0.45819, -4.20911)
H (-1.18604, -3.35783, -4.53397)
H (-0.48839, 0.95132, -4.54012)
H (2.70382, 0.73876, -2.66011)
H (-2.95677, -4.78674, -0.83641)
H (-0.92526, -1.49366, 0.42974)
H (0.68344, 2.86959, -2.50046)
H (-2.69793, -0.90399, -2.07915)
H (4.54648, 1.99277, -0.73603)
H (-1.77600, 1.51263, -2.05464)
H (1.07986, -3.34655, 0.07703)
H (0.41967, 3.59828, 0.21586)
H (2.04878, 1.27942, 3.33397)
H (-3.96977, -1.47796, -1.67456)
H (2.42915, 3.46256, -0.51151)
H (-4.49196, 1.05036, 0.84684)
H (1.52590, -1.26614, 3.91537)
H (0.36925, 2.33948, 0.81444)
H (1.37031, 2.51399, 3.11118)
H (-1.69755, 2.21299, 3.30756)

[5]
Entry from the Open Molecules 2025 dataset: a cluster of 2 separate species, H3IN2 in total at a distorted geometry (ωB97M-V/def2-TZVPD).

Its frontier orbital gap (alpha / beta) is 0.24381 / 0.24381 hartree. The multiplicity is 1. The HOMO energy (alpha / beta) is -8.81 / -8.81 eV.

Geometry (Å):
I (-2.79459, -0.14559, 0.54948)
N (-1.63901, 0.20888, -0.92952)
N (0.59043, 0.26345, 0.14672)
H (0.39568, 1.04836, 0.73238)
H (-1.33216, -0.66525, -1.23666)
H (0.50686, -0.62632, 0.66008)

[6]
Entry from the Open Molecules 2025 dataset: an isolated molecule of H3IN2O2S at a distorted geometry (ωB97M-V/def2-TZVPD).

Its frontier orbital gap (alpha / beta) is 0.28874 / 0.28876 hartree. The multiplicity is 1. The SMILES is NS(=O)(=O)NI. The HOMO energy (alpha / beta) is -10.11 / -10.11 eV.

Geometry (Å):
I (-0.40746, -0.54708, 2.58902)
S (-0.11105, -0.13847, -0.67567)
O (0.40660, -1.44558, -0.91030)
O (-0.63807, 0.62446, -1.76124)
N (-1.37237, -0.18956, 0.41496)
N (1.02756, 0.74573, 0.13477)
H (1.91978, 0.28153, 0.12692)
H (-1.91902, -1.02610, 0.27145)
H (1.09404, 1.69509, -0.18992)

Relative energy (zero: lowest compared OMol25 entry of this formula, charge and spin) (computed, kcal/mol): 167.2, 131.5, 72.0, 80.3, 80.1, 9.1